one | 19
Properties=species:S:1:pos:R:3 method="wB97M-V/def2-TZVPD" gap_ev=10.0 e_homo_ha=-0.3480 e_lumo_ev=0.53
H -2.14 0.92 0.46
N -0.13 1.20 -0.17
C 1.98 0.14 0.15
C -1.14 0.60 0.67
H 0.58 -1.94 -0.41
N -0.05 2.51 -0.52
C -1.13 -0.89 0.29
H -0.45 -1.31 -1.67
O 1.84 0.11 1.37
H 3.71 -0.40 0.29
C -0.02 -1.08 -0.71
H 1.04 0.53 -1.78
H -0.85 -1.39 1.26
O -0.89 3.16 0.00
C 0.75 0.26 -0.72
O 3.08 -0.25 -0.46
O -2.32 -1.47 -0.21
H -2.98 -1.45 0.46
H -0.90 0.76 1.72

=====

two | 19
Properties=species:S:1:pos:R:3 method="wB97M-V/def2-TZVPD" gap_ev=8.8 e_homo_ha=-0.3734 e_lumo_ev=-1.33
H -1.65 1.53 -1.90
C 0.31 -1.13 1.68
C -0.88 1.53 -1.00
H -1.38 2.20 -0.27
H 0.03 2.08 -1.35
O 2.21 1.52 0.51
C 0.43 -0.81 -1.39
H 1.17 -0.14 -1.77
C -1.47 -0.66 0.25
H -2.27 -1.26 -0.21
N 1.91 0.65 1.31
C -0.53 0.04 -0.71
O 2.53 0.38 2.33
H -0.04 -1.28 -2.35
O -0.89 -1.53 1.15
H -2.01 0.14 0.78
H 0.98 -1.51 -0.70
O 0.82 -1.80 2.53
N 0.72 0.04 1.10

=====

three | 19
Properties=species:S:1:pos:R:3 method="wB97M-V/def2-TZVPD" gap_ev=10.3 e_homo_ha=-0.3686 e_lumo_ev=0.31
H 4.20 -0.18 1.98
H -0.81 -1.75 0.05
H 3.36 -1.60 1.04
C 3.45 -0.61 1.42
C 1.33 -0.53 0.26
N -3.20 0.86 -0.62
C -1.87 1.17 -0.47
C 2.42 0.18 1.01
O -1.61 2.34 -0.23
O 1.21 -1.70 -0.14
C -0.92 -0.07 -0.66
H -3.72 1.65 -0.33
O -0.64 -0.14 -2.04
N 0.24 0.28 0.18
H -3.54 -0.10 -0.60
H -0.89 -0.99 -2.42
H 2.25 1.15 1.30
H 0.31 1.24 0.47
O -1.55 -1.20 -0.21

=====

three ends up most stable, edging out the next structure by 0.0772 hartree.